Molecular formula: C20H33NO12P
Method: DFT, the ωB97M-V functional and the def2-TZVPD basis

energy: -2080.51084 a.u.
2S+1: 1
frontier orbital gap: 5.876 eV
charge: +1
HOMO: -11.330 eV

```
67
C20H33NO12P | the OMol25 dataset | the ωB97M-V functional and the def2-TZVPD basis
O -2.41931 0.78755 1.49840
N -2.14621 -0.40932 1.64367
O -2.07095 -1.02785 0.45130
P -0.58701 -0.67490 -0.38889
H 0.09647 -1.92817 -0.61502
H 0.31993 0.18795 0.32484
H -0.94523 -0.09666 -1.67842
O -0.44807 2.78330 -5.45574
C -0.74860 3.09716 -4.31585
O -0.31610 2.44338 -3.19795
C -0.94748 3.00963 -2.05057
C -1.36983 4.39300 -2.47108
C -1.67307 4.21437 -3.93721
H -1.80028 2.38041 -1.77492
H -0.24105 3.03482 -1.21573
H -2.21376 4.77962 -1.89362
H -0.53084 5.08935 -2.35185
H -2.70583 3.89554 -4.10326
H -1.45074 5.12010 -4.50612
O -0.73702 -2.61701 3.60205
C -1.03755 -2.30315 4.74194
O -0.60505 -2.95694 5.85984
C -1.23643 -2.39068 7.00723
C -1.65878 -1.00732 6.58671
C -1.96202 -1.18594 5.12058
H -2.08923 -3.01991 7.28287
H -0.53000 -2.36549 7.84206
H -2.50271 -0.62069 7.16417
H -0.81979 -0.31096 6.70594
H -2.99478 -1.50477 4.95454
H -1.73969 -0.28022 4.55168
O -2.90674 5.18984 -7.97018
C -2.41103 4.28428 -8.62010
O -3.09877 3.50827 -9.50836
C -2.23616 2.48430 -10.00149
C -0.83865 3.00202 -9.78275
C -0.98541 3.83047 -8.53153
H -2.43088 1.56374 -9.44129
H -2.44392 2.30547 -11.06049
H -0.09359 2.20672 -9.69608
H -0.54745 3.64884 -10.61931
H -0.85743 3.22854 -7.62759
H -0.30011 4.68122 -8.53101
O 1.20264 -0.45111 8.68694
C 1.88476 -0.09003 7.74220
O 1.38145 0.31046 6.53784
C 2.46077 0.55540 5.63736
C 3.65995 0.80802 6.51319
C 3.38294 -0.06360 7.71192
H 2.59008 -0.32516 4.99934
H 2.22668 1.41840 5.00725
H 4.60892 0.58366 6.01895
H 3.67932 1.86054 6.82114
H 3.75557 -1.08178 7.56954
H 3.78819 0.37302 8.62764
O 0.80875 -3.62808 -2.02213
C 1.38280 -4.34499 -1.21920
O 1.51869 -4.05870 0.10887
C 2.33487 -5.05572 0.72171
C 2.24162 -6.25695 -0.18232
C 2.07674 -5.63282 -1.54492
H 3.35743 -4.67145 0.79830
H 1.96108 -5.27155 1.72686
H 3.10699 -6.92072 -0.10687
H 1.34582 -6.83925 0.06565
H 3.04112 -5.41138 -2.01048
H 1.46396 -6.25615 -2.20019
```